{
  "formula": "C25H25O",
  "method": "ωB97M-V/def2-TZVPD",
  "species": ["O", "C", "C", "C", "C", "C", "C", "C", "C", "C", "C", "C", "C", "C", "C", "C", "C", "C", "C", "C", "C", "C", "C", "C", "C", "C", "H", "H", "H", "H", "H", "H", "H", "H", "H", "H", "H", "H", "H", "H", "H", "H", "H", "H", "H", "H", "H", "H", "H", "H", "H"],
  "xyz": [[4.87154, -1.44979, 0.51513], [5.65884, 0.75545, -0.12653], [0.73461, -0.71424, 1.00078], [6.32493, 1.13808, -2.43058], [-3.97982, -1.60619, -1.63419], [-5.41368, -1.11955, -2.03264], [5.72287, -1.09603, -1.71853], [-3.97939, 0.86639, -1.52295], [-0.81233, 1.54417, 2.46119], [1.69130, -0.11768, 1.87637], [5.43970, -0.59101, -0.44085], [-2.88556, 2.06881, 3.61709], [-3.48948, 0.97088, 3.00041], [-2.74073, 0.12920, 2.17486], [-1.53797, 2.33569, 3.36413], [3.51583, -1.27406, 0.78963], [3.06685, -0.31580, 1.69623], [-0.73818, -0.48828, 0.88801], [6.10249, 1.61884, -1.13692], [1.23764, -1.76152, 0.21275], [-5.40622, 0.41940, -1.98126], [6.12762, -0.21191, -2.71943], [2.59103, -2.03989, 0.08615], [-3.13718, -0.37620, -1.32852], [-1.39961, 0.41612, 1.84978], [-1.78903, -0.38007, -0.87204], [1.41819, 0.53534, 2.71732], [-1.06112, 3.19694, 3.84043], [6.29884, -0.58514, -3.72730], [-6.17560, 0.79960, -1.29793], [6.26864, 2.67308, -0.90477], [5.46695, 1.10835, 0.89200], [-6.17187, -1.53242, -1.35515], [6.65006, 1.82168, -3.21265], [-4.05154, 1.40898, -0.56615], [-1.25206, 0.56614, -0.93920], [-3.45906, 2.70651, 4.28002], [0.53022, -2.36250, -0.35151], [-3.56398, -2.26179, -2.42154], [0.20070, 1.87158, 2.19150], [2.93139, -2.79749, -0.60687], [3.80876, 0.28181, 2.24109], [-1.22605, -1.27573, -1.15026], [5.58813, -2.15738, -1.91348], [-3.54890, 1.58306, -2.24466], [-4.55568, 0.77904, 3.13971], [-1.25890, -1.46169, 0.81398], [-5.68816, -1.48349, -3.02939], [-4.05387, -2.24375, -0.73777], [-3.22315, -0.73912, 1.71478], [-5.64801, 0.84759, -2.96024]],
  "forces_ev_per_a": [[-0.58, -0.09, 0.48], [-0.07, -0.28, -0.29], [0.04, -0.21, -0.60], [-0.13, 0.04, 0.23], [-0.34, -0.02, -0.09], [0.20, -0.24, 0.03], [-0.32, 0.34, 0.46], [-0.47, -0.05, 0.11], [0.02, 0.51, -0.25], [0.22, 0.94, -0.11], [-0.20, 0.50, -0.49], [0.41, -0.30, -0.26], [0.11, -0.40, -0.19], [-0.38, 0.42, -0.02], [0.04, -0.16, -0.21], [0.68, 0.42, -0.96], [-0.33, -0.18, 0.24], [-0.13, -1.71, 3.80], [0.00, -0.22, 0.14], [0.25, -0.11, -0.46], [0.21, 0.29, 0.01], [0.19, -0.05, 0.26], [-0.33, 0.02, 0.09], [1.02, 0.12, 0.86], [-0.49, 0.35, -0.09], [-0.86, 0.18, -2.39], [0.00, -0.35, -0.73], [-0.12, -0.35, -0.24], [0.02, 0.07, 0.23], [0.28, -0.11, -0.09], [-0.03, -0.35, -0.10], [0.12, -0.07, -0.47], [0.30, 0.09, -0.08], [-0.07, -0.16, 0.17], [0.25, -0.08, -0.11], [-0.15, -0.01, -0.42], [0.06, -0.02, -0.09], [0.13, 0.09, -0.14], [0.15, 0.43, 0.35], [-0.69, -0.18, 0.11], [0.04, -0.05, 0.12], [-0.53, -0.45, 0.02], [-0.27, 0.36, -0.17], [-0.04, 0.21, 0.01], [0.15, -0.41, 0.34], [0.40, -0.04, 0.10], [0.53, 0.78, 0.53], [0.19, 0.11, 0.20], [0.29, 0.18, -0.11], [0.12, 0.30, 0.12], [0.15, -0.10, 0.19]],
  "lumo_energy_ev": -5.42,
  "total_charge": 1,
  "orbital_gap_ev": 5.899,
  "e_above_lowest_kcal_mol": 51.79
}